{
  "formula": "C21H58Cl6O18",
  "method": "ωB97M-V with the def2-TZVPD basis set",
  "elements": ["C", "Cl", "Cl", "Cl", "Cl", "C", "C", "O", "O", "H", "H", "H", "H", "H", "H", "C", "C", "O", "O", "H", "H", "H", "H", "H", "H", "C", "C", "O", "O", "H", "H", "H", "H", "H", "H", "C", "C", "O", "O", "H", "H", "H", "H", "H", "H", "C", "C", "O", "O", "H", "H", "H", "H", "H", "H", "C", "C", "O", "O", "H", "H", "H", "H", "H", "H", "C", "C", "O", "O", "H", "H", "H", "H", "H", "H", "C", "C", "O", "O", "H", "H", "H", "H", "H", "H", "C", "C", "O", "O", "H", "H", "H", "H", "H", "H", "Cl", "C", "C", "Cl", "H", "H", "H", "H"],
  "positions_angstrom": [[-3.438671, -1.654993, 2.813691], [-2.380311, -3.015083, 3.169551], [-5.031331, -2.095293, 3.470491], [-2.874411, -0.195263, 3.647831], [-3.491051, -1.514463, 0.987771], [-0.753451, 0.223037, -0.188129], [-0.206501, 1.495677, 0.555681], [0.829269, 1.200907, 1.569781], [0.115279, -0.328883, -1.138309], [-1.693461, 0.340037, -0.727389], [-0.944861, -0.545673, 0.560571], [-0.927051, 2.107847, 1.098041], [0.301099, 2.188327, -0.115629], [0.366109, 1.216587, 2.410521], [0.921789, -0.649773, -0.728209], [3.466729, -1.542743, 0.851511], [4.553639, -2.689903, 0.553101], [5.025169, -2.514463, -0.729429], [2.325649, -1.735783, -0.005889], [3.979059, -0.727723, 0.340261], [3.334089, -1.332313, 1.912751], [4.026769, -3.634933, 0.685101], [5.359049, -2.780263, 1.281971], [5.499549, -3.346743, -0.791659], [2.608689, -1.901493, -0.908129], [4.423989, 4.039457, 2.473531], [4.238479, 2.796307, 1.554341], [3.139719, 2.908327, 0.717331], [5.516789, 4.042867, 3.341481], [3.583779, 4.042717, 3.167881], [4.355589, 5.016427, 1.995041], [4.228089, 1.849097, 2.093591], [5.081009, 2.652937, 0.877811], [2.437369, 2.369727, 1.089111], [6.304609, 4.080867, 2.794221], [1.859149, -1.562593, -3.692669], [0.560269, -1.507733, -4.477799], [-0.448921, -0.802873, -3.757719], [2.016979, -2.484983, -2.711409], [2.209029, -0.551163, -3.486059], [2.623899, -1.816563, -4.426669], [0.107659, -2.466273, -4.731669], [0.796969, -0.992393, -5.408659], [-0.174021, -0.888213, -2.841889], [1.883119, -3.328513, -3.149739], [1.777799, 0.204507, 5.089461], [0.308319, 0.229107, 4.471801], [-0.189881, 1.533897, 4.079371], [2.624959, 0.557717, 3.970891], [2.097759, -0.811813, 5.319291], [1.943759, 0.937727, 5.878721], [-0.283911, -0.043503, 5.345321], [0.105229, -0.471623, 3.661961], [-0.700331, 1.746867, 4.864031], [2.038579, 1.128237, 3.468641], [-3.738651, -2.280903, -2.974049], [-3.835231, -3.616833, -2.104549], [-2.509651, -4.214203, -1.825689], [-2.873531, -1.254323, -2.322939], [-4.742101, -1.900793, -3.165609], [-3.313731, -2.580113, -3.932179], [-4.430941, -4.363973, -2.628949], [-4.219271, -3.515473, -1.089489], [-2.009761, -3.619073, -1.262199], [-2.029391, -1.161003, -2.770509], [0.955359, -4.537093, 1.267371], [0.381079, -5.837573, 1.642521], [1.005299, -6.965523, 0.992291], [0.586469, -4.100503, -0.043459], [2.033389, -4.696813, 1.288461], [0.836499, -3.710023, 1.967311], [-0.693161, -5.771743, 1.470021], [0.380289, -6.006653, 2.719331], [0.486719, -7.719243, 1.283131], [1.316289, -3.523553, -0.280289], [-4.401221, 4.492237, 2.391091], [-4.299791, 2.985917, 1.832141], [-3.500411, 3.030917, 0.634371], [-3.519811, 4.629487, 3.473811], [-5.383791, 4.649387, 2.836011], [-4.280971, 5.223647, 1.591921], [-5.322581, 2.713167, 1.572121], [-3.969811, 2.255737, 2.571101], [-3.983031, 2.533387, -0.029819], [-2.739931, 4.988717, 3.044461], [-3.812771, 3.334427, -2.789909], [-3.734751, 1.792347, -2.783829], [-3.798621, 1.263817, -1.466579], [-3.520841, 3.814557, -4.093339], [-3.085891, 3.609847, -2.025789], [-4.783341, 3.677167, -2.431269], [-2.825351, 1.451907, -3.278999], [-4.532651, 1.445327, -3.440359], [-3.551681, 0.338037, -1.526159], [-4.377441, 3.792517, -4.526169], [3.517839, 3.959727, -4.779589], [3.294759, 2.582067, -3.754919], [1.828869, 2.304867, -3.251539], [1.071579, 3.638447, -2.332149], [3.926909, 2.814997, -2.898049], [3.670889, 1.682187, -4.241569], [1.945719, 1.413037, -2.635829], [1.145459, 1.982387, -4.037069]],
  "atomic_forces_ev_per_a": [[-0.48, -0.64, -0.43], [0.51, 0.01, 0.06], [0.07, 0.37, -0.43], [-0.09, -0.19, -0.70], [-0.16, 0.34, 1.38], [0.11, 0.21, 1.16], [0.45, 0.05, -0.09], [0.30, -0.09, -1.14], [0.59, 0.46, -0.72], [0.11, 0.80, 0.37], [-0.06, 0.06, 0.35], [-0.69, -0.43, -0.40], [-0.20, -0.25, -0.48], [-0.28, 0.19, 0.16], [0.27, -0.33, 0.55], [2.72, -0.85, -2.58], [-2.64, 0.69, 2.51], [0.40, -0.42, -0.55], [-0.59, -0.15, 1.78], [0.26, 0.81, 0.72], [-0.88, -0.26, -0.30], [-0.29, -0.33, -0.32], [0.15, 0.76, 0.29], [0.49, 0.03, -1.25], [0.51, -0.26, -0.49], [-0.38, 2.55, 2.93], [-0.11, -2.46, -2.00], [1.66, 0.98, 0.75], [-0.63, -1.29, -1.29], [-0.35, -0.45, -0.16], [0.23, -0.41, -1.16], [-0.51, 0.30, 0.84], [0.59, 1.00, -0.22], [-1.82, -1.09, 0.38], [0.73, 0.38, 0.11], [1.13, 0.82, -3.68], [-0.51, 0.26, 0.54], [0.04, 0.11, -0.47], [-0.51, -0.85, 2.22], [-0.49, 0.04, 1.09], [0.13, -0.05, -0.75], [0.58, -0.46, -0.08], [-0.23, 0.19, -0.04], [-0.04, 0.47, 0.81], [0.01, -0.42, 0.43], [-0.68, 0.22, -2.98], [0.37, -0.37, 2.70], [0.87, -0.73, 0.55], [0.27, 0.38, 0.12], [-0.45, 0.09, 0.58], [-0.37, -0.26, 0.28], [-0.42, -0.58, -0.23], [0.55, -0.09, 0.08], [-0.25, 0.91, -0.34], [0.41, 0.24, -0.43], [1.14, -0.98, 1.41], [2.06, 0.71, 0.51], [-1.21, 0.24, -1.27], [-1.95, -1.21, 0.06], [0.10, 0.35, 0.28], [0.19, 0.19, 0.01], [0.18, 0.06, -0.12], [-0.74, 0.67, -0.28], [0.00, 0.22, 0.12], [0.12, -0.30, -0.71], [1.79, 0.58, -0.74], [-1.45, -0.93, 0.60], [-0.42, 1.14, 0.26], [-0.14, -0.53, 0.48], [0.44, -0.05, -0.14], [-0.74, -0.22, 0.45], [-0.30, -0.33, -0.71], [0.65, 0.29, 0.31], [0.09, -0.25, -0.17], [-0.16, 0.39, -0.32], [-1.04, -2.70, 0.41], [-0.85, 2.50, -0.95], [-0.13, -0.18, 1.10], [1.06, 0.90, -0.21], [-0.25, -0.13, -0.24], [0.30, -0.16, -0.07], [-0.12, -0.21, -0.16], [0.43, 0.35, 0.12], [0.33, -0.43, -0.39], [0.50, 0.02, 0.57], [0.61, -1.43, 0.79], [-0.25, 0.30, -0.66], [-0.49, 0.80, -0.20], [-0.23, 0.03, 0.65], [0.30, 0.77, -0.40], [-0.15, 0.01, -0.05], [0.32, 0.30, 0.05], [-0.43, -0.42, 0.18], [-0.01, -0.57, -0.19], [0.10, 0.17, -0.47], [-0.19, 0.71, -0.89], [-1.12, -0.30, 1.32], [1.25, -0.39, -0.62], [0.40, -0.37, -0.22], [-0.12, -0.40, 0.17], [-0.09, 0.05, -0.07], [-0.27, 0.25, 0.53], [0.07, 0.48, -0.16]],
  "max_force_ev_per_a": 3.94,
  "e_homo_ev": [-11.32, -11.32],
  "charge": 1,
  "multiplicity": 2,
  "orbital_gap_ev": [8.73, 2.03]
}



{
  "formula": "C21H59IN8O5P2SSi2",
  "method": "ωB97M-V with the def2-TZVPD basis set",
  "elements": ["C", "C", "S", "C", "Si", "C", "C", "O", "I", "O", "Si", "C", "N", "C", "C", "O", "C", "N", "H", "H", "H", "H", "H", "H", "H", "H", "H", "H", "H", "H", "H", "H", "H", "H", "H", "H", "H", "H", "H", "H", "H", "O", "P", "N", "C", "C", "N", "C", "C", "N", "C", "C", "H", "H", "H", "H", "H", "H", "H", "H", "H", "H", "H", "H", "H", "H", "H", "H", "H", "H", "O", "P", "N", "C", "C", "N", "C", "C", "N", "C", "C", "H", "H", "H", "H", "H", "H", "H", "H", "H", "H", "H", "H", "H", "H", "H", "H", "H", "H"],
  "positions_angstrom": [[-0.240028, 3.397978, 1.279268], [-0.601486, 3.842535, -0.225496], [-1.285208, 2.487752, -1.296338], [-0.353212, 0.907649, -0.969367], [-1.518010, -0.437701, -0.228146], [-0.555039, -1.333270, 1.169223], [-1.040030, -1.018481, 2.658037], [-0.888481, -1.940571, 3.506361], [-1.885833, 0.843344, 3.378410], [-3.086942, 0.132632, 0.211396], [-4.338022, -0.995959, -0.221056], [-4.219756, -2.432283, 1.083768], [-5.195788, -3.483455, 0.649444], [-6.114077, -0.266018, -0.090010], [-6.174818, 1.139281, 0.682576], [-5.446953, 2.185786, -0.026173], [-7.694587, 1.662986, 0.889599], [-7.876974, 2.439249, 2.158360], [-1.189243, 3.545115, 1.918302], [0.617084, 3.996888, 1.728682], [0.018302, 2.284717, 1.381888], [0.377024, 4.221338, -0.693300], [-1.401868, 4.654509, -0.142632], [0.546341, 1.027104, -0.274841], [0.060755, 0.468614, -1.950319], [-1.732096, -1.442934, -1.298204], [-0.685854, -2.467798, 1.013282], [0.552543, -1.067539, 1.051753], [-4.215456, -1.498919, -1.606962], [-3.136282, -2.797768, 1.155755], [-4.548104, -1.939895, 2.079168], [-4.922026, -4.400524, 1.037243], [-6.096524, -3.267489, 1.101366], [-6.734344, -1.008619, 0.531935], [-6.633553, -0.168074, -1.111850], [-5.741470, 1.054386, 1.746983], [-4.627491, 2.390456, 0.474190], [-7.899683, 2.397523, 0.025750], [-8.433542, 0.801281, 0.779165], [-7.003819, 2.926327, 2.406891], [-8.568900, 3.176461, 1.944562], [2.463875, 3.191518, 3.560653], [3.678024, 2.770641, 4.409155], [4.796706, 3.407045, 3.285558], [5.872112, 2.737597, 2.587236], [4.791343, 4.845028, 3.053508], [3.441298, 1.088137, 4.134163], [4.383691, 0.178971, 3.508808], [2.081636, 0.635474, 3.846087], [5.024605, 2.312945, 5.473730], [4.546046, 1.635268, 6.704946], [5.859448, 3.435117, 5.948280], [6.523760, 2.172950, 3.262966], [6.534238, 3.436552, 2.070162], [5.483527, 2.064946, 1.818959], [5.480967, 5.358952, 3.734497], [3.797987, 5.275404, 3.213929], [5.071925, 5.097299, 2.027145], [4.351843, 0.246695, 2.417326], [4.156064, -0.858008, 3.782056], [5.407291, 0.334609, 3.851569], [1.814958, 0.814386, 2.796538], [1.359466, 1.147744, 4.484330], [1.964195, -0.433094, 4.051836], [3.900740, 2.294909, 7.294003], [5.389527, 1.320823, 7.326459], [3.984308, 0.727103, 6.485788], [5.248020, 4.238798, 6.369277], [6.477741, 3.847121, 5.149959], [6.568919, 3.103809, 6.711944], [-0.424989, -4.286712, -3.437801], [0.130610, -3.835802, -4.800686], [1.283090, -2.809349, -4.073445], [1.473409, -1.386244, -4.241165], [2.321895, -3.417977, -3.253805], [-1.276305, -2.936905, -5.218241], [-1.335496, -1.513313, -5.494668], [-2.548848, -3.360241, -4.633123], [0.773240, -3.393444, -6.396989], [0.027894, -4.060640, -7.493664], [2.189979, -3.744239, -6.623056], [1.540496, -1.090896, -5.293839], [2.401143, -1.028914, -3.786945], [0.666986, -0.825376, -3.762301], [3.207539, -3.662331, -3.853341], [1.977308, -4.348409, -2.792029], [2.633279, -2.765909, -2.432778], [-1.367619, -0.920863, -4.575445], [-2.233797, -1.271588, -6.074597], [-0.507243, -1.171920, -6.116839], [-2.658165, -2.994754, -3.605269], [-2.630450, -4.448772, -4.629261], [-3.397240, -2.993449, -5.219160], [0.109709, -5.150057, -7.421754], [0.407429, -3.742515, -8.469083], [-1.031617, -3.804246, -7.489624], [2.389543, -4.789006, -6.366610], [2.862750, -3.107756, -6.047135], [2.474661, -3.583727, -7.666872]],
  "atomic_forces_ev_per_a": [[-0.93, -0.21, 0.19], [1.60, -0.07, 1.23], [0.19, 0.12, 0.26], [0.70, -0.30, 0.16], [-0.56, 0.99, -0.03], [-0.46, 0.06, 0.57], [1.68, -4.78, 2.21], [-0.89, 4.00, -3.20], [0.26, -0.63, -0.42], [0.68, -1.89, -1.06], [-0.21, 0.34, 1.02], [0.07, 1.13, 0.20], [0.22, -0.26, 0.96], [-0.67, 0.81, 0.59], [-0.94, 0.15, 0.75], [0.07, -0.63, 1.01], [0.66, 0.45, -1.41], [-0.05, -0.05, -0.66], [1.59, -0.21, -0.85], [-1.15, -0.72, -0.66], [-0.24, 1.71, -0.31], [-1.69, -0.27, 0.49], [1.19, -1.16, -0.60], [-1.19, 0.15, -0.92], [-0.61, 0.91, 1.31], [0.02, -0.05, 0.11], [0.35, 1.72, 0.53], [-1.46, -0.34, 0.41], [0.30, 0.02, 0.08], [-1.66, 0.24, 0.05], [0.90, -0.86, -1.18], [-0.18, 0.68, -0.31], [0.57, -0.20, -0.42], [0.80, 0.98, -0.90], [0.86, -0.08, 1.47], [-0.49, -0.20, -1.50], [-0.65, -0.43, -0.62], [0.40, -1.38, 0.83], [0.96, 1.08, 0.53], [-0.55, -0.31, -0.35], [0.61, -0.54, 0.44], [-0.83, 1.89, 3.94], [2.22, -4.26, -6.95], [0.83, 1.40, -0.46], [0.30, -0.48, 0.42], [-0.50, 0.14, 0.15], [-0.63, -0.74, 0.30], [0.50, -0.19, 0.65], [-0.15, 0.37, 0.13], [-2.03, 1.74, 2.44], [-0.05, -0.69, 0.29], [0.54, 0.36, -0.32], [-0.06, -0.15, -0.05], [-0.25, 0.23, 0.17], [0.08, -0.14, 0.03], [0.14, 0.17, -0.09], [0.04, -0.18, 0.03], [0.00, -0.15, 0.05], [0.01, 0.01, -0.10], [-0.19, 0.09, -0.02], [-0.09, 0.24, -0.11], [-0.15, 0.03, -0.03], [0.05, 0.04, -0.26], [0.30, 0.01, 0.01], [0.17, -0.04, 0.17], [0.05, 0.25, -0.13], [0.00, 0.23, -0.27], [0.19, 0.01, 0.13], [-0.28, -0.04, -0.16], [-0.30, -0.17, 0.00], [0.98, -3.93, -2.00], [-2.16, 7.78, 2.82], [1.74, 0.16, 0.71], [-0.09, 0.16, -0.65], [-0.25, -0.46, 0.13], [-0.93, -0.26, -0.36], [0.24, 0.03, -0.80], [0.18, -0.34, 0.24], [0.07, -3.62, -0.45], [-0.51, 0.16, -0.51], [0.60, 0.34, 0.20], [-0.16, 0.07, 0.00], [0.02, -0.38, 0.07], [-0.06, 0.12, -0.14], [0.23, 0.05, 0.09], [-0.10, 0.11, -0.12], [-0.09, 0.05, -0.10], [-0.02, 0.06, 0.07], [-0.06, -0.14, 0.14], [0.10, -0.12, 0.23], [-0.09, -0.09, 0.03], [0.07, 0.15, 0.19], [0.23, 0.18, -0.12], [0.10, 0.02, -0.22], [0.20, -0.02, 0.19], [0.15, 0.05, 0.32], [0.15, 0.04, -0.17], [-0.23, -0.06, 0.22], [-0.32, -0.09, 0.04]],
  "relative_energy_kcal_mol": 186.9,
  "max_force_ev_per_a": 8.56,
  "e_homo_ev": -7.96,
  "multiplicity": 1,
  "orbital_gap_ev": 7.08
}